This record from the Open Molecules 2025 dataset describes a structure of composition C34H32BrEuN6O in a non-equilibrium geometry. The level of theory is ωB97M-V/def2-TZVPD.

```
! RIJCOSX wB97M-V def2-TZVPD def2/J DEFGRID3
* xyz -1 8
C 2.894 -2.017 -3.665
N -0.140 -4.397 0.027
C -2.504 2.877 0.028
H -4.271 4.883 -0.860
H 1.420 1.635 -0.845
C -3.777 0.878 0.045
N 2.685 -1.984 0.087
H -5.338 2.945 -2.116
Eu 0.297 -2.088 0.095
N 1.037 -2.011 -2.181
C -0.003 3.943 1.280
C 3.275 -1.978 1.341
N -0.355 -8.317 -2.055
H 2.368 -1.987 5.919
H 6.190 -2.052 3.128
H -0.080 -1.899 5.489
H 4.671 -2.027 -4.913
C 1.966 -2.018 -4.735
C 2.893 -1.968 3.837
C 4.630 -1.978 -1.488
C -5.877 2.717 1.292
C 0.004 3.945 -1.222
C 0.635 -1.912 4.677
N 0.622 -6.665 -0.498
C 0.617 -2.012 -4.511
H 1.410 1.628 0.907
C 0.179 -2.011 -3.177
C -5.065 3.059 0.038
H 2.134 2.992 0.040
N 1.034 -1.900 2.339
H 5.376 -2.042 0.888
C 5.117 -2.023 2.982
H 6.186 -1.987 -2.957
H 0.054 3.334 -2.125
H -4.264 4.893 0.907
H 0.878 4.602 -1.207
C 0.070 -7.511 -1.339
H -5.781 5.091 0.029
C 4.293 -2.014 -3.900
O -0.249 0.025 0.023
C 4.292 -2.003 4.059
H -0.878 -2.009 -2.926
C 1.312 2.268 0.033
H 2.356 -2.024 -5.746
H -6.126 1.638 -1.236
C 5.111 -1.993 -2.815
C -4.822 4.568 0.028
C 4.628 -2.011 1.654
H -0.886 4.572 -1.291
C -2.593 0.184 0.043
H -6.819 3.272 1.303
C -5.889 2.702 -1.205
H -0.894 4.569 1.347
H -6.831 3.257 -1.214
H -4.712 0.333 0.055
C 2.378 -1.948 2.520
H 5.386 -1.952 -0.728
C -1.294 0.782 0.030
H -0.868 -1.822 3.104
H -2.461 3.957 0.024
H 0.870 4.601 1.271
C 0.189 -1.875 3.349
H -6.114 1.653 1.337
H 0.043 3.330 2.182
C 0.187 -5.474 -0.285
C 1.978 -1.957 4.909
C 3.276 -1.993 -1.153
C -0.003 3.052 0.028
C -1.282 2.196 0.026
Br -2.651 -1.725 0.062
C -3.754 2.275 0.036
H -0.099 -2.011 -5.322
H 4.672 -2.019 5.072
H -5.318 2.969 2.195
C 2.382 -2.009 -2.352
*
```

For the relative energy (zero: lowest compared OMol25 entry of this formula, charge and spin), the calculation gives 7.6 kcal/mol. The electronic energy comes out at -5003.1107 hartree. For the HOMO energy (spin up / spin down), the calculation gives -2.898 / -4.499 eV. The LUMO energy (spin up / spin down) comes out at 0.08104 / 0.08189 hartree.


This record from the Open Molecules 2025 dataset describes a structure of composition C34H32F4IN2O3PS in a non-equilibrium geometry. The level of theory is ωB97M-V/def2-TZVPD.

```
! RIJCOSX wB97M-V def2-TZVPD def2/J DEFGRID3
* xyz 0 1
I 2.185 -2.439 1.053
H 4.852 4.342 0.673
F -5.247 0.288 2.137
C -0.866 0.982 1.450
H 1.400 4.113 -0.316
H -2.423 -0.918 -0.192
C -6.173 -0.686 2.080
C 6.681 6.041 -3.102
H -4.267 -1.644 -1.668
C 5.697 5.450 -2.320
H 0.357 -1.478 -3.424
H -1.940 4.788 2.929
C 0.723 -8.401 1.146
H -7.644 0.485 3.097
S -2.339 -0.749 2.396
C -0.912 -1.144 -1.712
H -3.794 -2.261 -4.032
C 4.913 2.783 2.208
F 1.118 -9.658 0.880
H -6.569 -3.846 0.957
H 7.251 6.877 -2.714
H 5.450 3.593 2.787
H -0.102 -0.824 -1.070
C -2.213 -1.195 -1.222
C -0.194 2.217 0.920
N -2.153 0.826 1.937
F -1.445 -2.243 -5.118
H -0.604 -6.556 3.644
C 4.985 4.378 -2.825
C -3.254 -1.601 -2.051
P -1.051 3.872 0.797
C -6.809 -2.897 1.421
H 5.480 5.817 -1.324
C -2.995 -1.951 -3.371
C -0.167 -0.384 1.511
H -9.368 -1.304 2.978
H 4.512 2.656 0.034
C -2.329 4.086 2.149
C -8.381 -1.470 2.561
C 2.074 3.243 -0.062
C -8.073 -2.685 1.961
C -1.696 -1.900 -3.843
C -0.201 -6.803 2.669
H 7.698 6.024 -4.992
O -1.935 3.811 -0.676
H -8.819 -3.471 1.914
C 0.847 -7.430 0.168
C 0.202 -8.103 2.393
C 0.433 -6.132 0.442
H 0.114 -8.885 3.137
C -0.651 -1.504 -3.028
C 5.230 3.885 -4.093
C 6.207 4.484 -4.878
F 4.033 3.800 -2.063
C 1.203 2.053 0.484
O 2.901 3.687 1.042
O 3.225 0.529 0.093
H -3.216 4.604 1.667
H 6.401 4.111 -5.877
C -5.855 -1.890 1.476
H 0.516 -5.365 -0.320
C -0.088 -5.819 1.692
H -0.408 -4.805 1.908
C -7.424 -0.465 2.626
N -0.880 -1.465 2.023
H 5.710 2.006 1.998
H 2.643 2.985 -1.007
H 3.227 0.571 -0.887
H -2.611 3.111 -0.535
H 1.263 -7.691 -0.797
C 1.244 -0.513 1.022
H 4.124 2.312 2.850
H -2.729 3.137 2.592
H 4.660 3.040 -4.460
C 1.907 0.691 0.541
H -4.867 -2.033 1.053
C 6.933 5.559 -4.382
C 4.295 3.373 0.864
*
```

The electronic energy comes out at -3086.6261 hartree. For the HOMO energy, the calculation gives -8.475 eV. The LUMO energy comes out at -0.04550 hartree.


This record from the Open Molecules 2025 dataset describes a structure of composition C34H32F5MnN4O2PS in a non-equilibrium geometry. The level of theory is ωB97M-V/def2-TZVPD.

```
! RIJCOSX wB97M-V def2-TZVPD def2/J DEFGRID3
* xyz 0 6
P -1.311 1.869 0.200
H 1.794 -2.951 -4.509
F 7.390 1.580 -1.011
C 1.385 -2.449 -2.247
C -0.421 -1.697 3.927
H -1.846 -0.713 -5.440
N -0.424 -1.531 2.596
Mn 0.465 0.102 0.084
F 7.470 -1.068 -0.434
H 0.535 4.614 -3.435
H -6.126 2.204 1.301
C -1.292 3.640 3.846
F 2.840 -1.034 0.336
C -0.358 4.123 -3.069
C -1.290 3.170 1.479
H 0.450 -0.103 -5.983
C -0.061 -3.121 -5.585
C 6.264 0.948 -0.671
H 1.257 -2.359 -1.174
F 5.157 -2.382 0.176
C -4.033 2.009 0.888
C -1.458 2.803 -1.372
N 0.744 -1.173 -4.242
C -5.660 0.313 0.403
C 3.875 1.025 -0.203
H 0.242 0.619 -2.606
H -3.800 2.994 1.273
H -3.555 2.451 -1.700
H -1.577 4.755 -4.714
N 0.621 -0.185 -2.120
C -4.656 -0.500 -0.094
C -1.283 4.534 1.210
H -0.649 -2.553 -6.305
C 0.608 -0.926 4.425
H -1.703 1.036 -5.186
C 1.178 -0.318 3.298
H -1.324 5.717 4.385
C -1.549 4.212 -3.778
C -0.309 3.414 -1.880
H -1.121 -2.348 4.423
C -1.275 2.730 2.804
C -2.652 2.910 -2.081
C -5.345 1.567 0.906
C -3.013 1.204 0.379
H 1.694 -1.922 -5.923
C 6.310 -0.408 -0.390
O -1.249 -1.194 0.122
H 0.306 -4.021 -6.081
H 0.625 3.338 -1.339
H -1.291 3.289 4.870
N 0.542 -0.699 2.199
F 5.074 2.937 -0.903
H 0.600 0.894 -4.555
H -3.630 3.690 -3.816
H -1.258 1.664 3.009
H -1.275 4.889 0.188
S 2.426 1.934 0.034
H 0.831 -3.323 -2.589
H 2.444 -2.597 -2.464
C -2.693 3.610 -3.279
C 5.140 -1.066 -0.065
C 3.963 -0.354 0.016
C 0.872 -1.191 -2.894
H 0.912 -0.817 5.451
H -4.884 -1.477 -0.499
O -2.553 -1.715 -1.617
C 1.125 -2.306 -5.073
C -1.294 5.444 2.259
H -6.685 -0.036 0.397
C 0.151 -0.028 -4.937
H -1.708 -0.079 -3.813
C -3.331 -0.076 -0.097
H -1.062 -1.873 1.886
C -2.297 -1.071 -0.610
C 5.071 1.639 -0.597
C -1.368 0.058 -4.836
C -1.308 5.001 3.573
H -1.292 6.505 2.047
H -0.714 -3.412 -4.762
H 2.010 0.365 3.233
*
```

For the relative energy (zero: lowest compared OMol25 entry of this formula, charge and spin), the calculation gives 0.0 kcal/mol. The electronic energy comes out at -4074.2919 hartree. For the HOMO energy (spin up / spin down), the calculation gives -7.232 / -7.300 eV. The LUMO energy (spin up / spin down) comes out at 0.02162 / 0.01938 hartree.


This record from the Open Molecules 2025 dataset describes a cluster of 6 separate species, C34H32F5NO2 in total. The level of theory is ωB97M-V/def2-TZVPD.

```
! RIJCOSX wB97M-V def2-TZVPD def2/J DEFGRID3
* xyz 0 1
H -1.685 3.045 1.679
H 3.438 -4.340 -1.265
H 1.270 -1.155 0.603
C 4.958 0.352 3.948
H -0.457 5.067 1.275
H -4.486 -1.201 -1.791
C 0.170 6.130 4.366
H -5.741 1.909 0.842
H 1.131 0.286 4.489
C 3.867 -3.187 -4.129
C 2.591 -4.109 -6.421
F 3.250 -4.214 3.214
H 3.201 -6.080 -5.767
C -5.236 -1.584 -2.470
H -2.723 1.575 -2.199
C -0.701 5.249 3.461
C 1.014 6.367 2.288
C 2.174 -2.570 1.929
C -7.492 -2.264 -2.972
C 3.410 -4.365 0.873
C 2.797 1.246 3.561
C -2.442 2.671 1.001
H -0.176 3.599 4.566
H 2.584 -1.439 5.562
C 2.942 -3.714 1.996
H -1.745 5.408 3.735
C -4.715 2.027 0.522
C 1.866 -2.056 0.677
C -4.347 1.687 -0.773
H 4.009 -5.259 0.979
H 6.028 0.376 3.787
C -4.887 -1.907 -3.766
H 2.073 -2.288 -1.447
H -5.086 1.301 -1.464
C -5.795 -2.404 -4.679
F 4.423 -5.405 -3.597
H -4.039 2.785 2.415
H 1.836 -2.094 2.837
H -5.473 -2.642 -5.683
H -1.064 6.622 1.851
C -6.554 -1.766 -2.078
C 2.320 -2.689 -0.472
H 0.423 3.574 3.033
H 3.266 -1.236 -4.764
H 4.369 -2.857 -3.229
F -0.828 2.474 -0.692
C -7.109 -2.582 -4.268
C 3.248 -2.293 -4.992
O 0.215 6.106 5.560
C -0.379 5.803 2.074
H -6.847 -1.517 -1.066
H 1.767 5.573 2.307
H -7.836 -2.972 -4.968
H 4.566 2.081 2.705
H 1.330 7.132 1.586
F 1.998 2.162 2.955
C 3.087 -3.841 -0.371
F -3.608 -1.727 -4.156
H 5.026 -1.385 5.205
C 3.203 -5.017 -5.569
C -3.033 1.833 -1.196
H 2.093 -4.469 -7.312
H 2.129 -2.050 -6.805
C -3.762 2.519 1.403
C 3.829 -4.531 -4.439
C 3.024 -0.662 4.951
C 2.611 -2.750 -6.137
C 2.205 0.288 4.357
O 0.953 6.942 3.610
N -0.371 3.837 3.601
C 4.156 1.308 3.341
H -8.518 -2.406 -2.660
C -2.112 2.324 -0.293
C 4.397 -0.634 4.748
*
```

Its SMILES is N[C@@H]1CCOC1=O.Fc1ccccc1.Fc1ccccc1.Fc1ccccc1.Fc1ccccc1.Fc1ccccc1. The electronic energy comes out at -2019.3581 hartree. For the HOMO energy, the calculation gives -9.226 eV. The LUMO energy comes out at 0.01975 hartree.


This record from the Open Molecules 2025 dataset describes a structure of composition C34H32FLaNO2P2 in a non-equilibrium geometry. The level of theory is ωB97M-V/def2-TZVPD.

```
! RIJCOSX wB97M-V def2-TZVPD def2/J DEFGRID3
* xyz 1 1
H -4.330 1.021 0.261
H 3.785 -2.757 3.224
H -0.497 4.133 -2.924
N -0.489 4.680 1.266
H 1.927 0.873 4.546
C 3.008 3.649 -1.385
H -2.156 -4.836 2.418
C -2.510 4.462 2.578
H 2.686 -2.546 1.058
H -2.431 -0.196 1.310
H -3.538 4.807 2.681
C -2.134 -6.622 1.232
H 5.402 0.194 -1.762
H -2.566 -7.228 2.018
H 3.791 -0.274 0.017
F 3.892 4.887 -3.169
C 0.128 -2.193 -0.364
H 1.484 5.121 -4.033
C 2.815 4.359 -2.554
C 3.138 -1.910 3.038
H 0.105 4.477 2.063
H 2.241 0.290 -4.640
La -1.156 1.915 -0.105
C 1.883 3.106 -0.776
H -0.301 -2.178 -1.370
C -4.063 0.026 -0.072
H 3.432 -1.044 4.982
C -2.438 3.190 1.811
H -2.251 5.698 0.835
C -1.675 5.426 1.719
C 0.479 3.980 -2.465
C -2.627 -1.941 0.078
H -1.964 -8.243 -0.158
C -1.907 -5.270 1.456
C 1.662 -0.127 -2.618
H 0.613 -0.198 -2.893
H -5.112 -2.392 -2.193
H -2.072 4.309 3.563
H 0.066 5.174 0.579
C -1.228 -6.404 -0.985
C -1.356 -4.467 0.458
P -1.153 -2.709 0.866
C -4.827 -0.604 -1.050
H 4.644 0.488 -4.090
H -5.682 -0.095 -1.476
H -3.191 -3.562 -1.213
H -1.455 6.345 2.263
O -3.011 3.099 0.677
C -4.507 -1.893 -1.448
C 1.464 0.238 2.549
C 2.575 0.150 -3.621
C 1.569 4.549 -3.119
H 0.943 -2.920 -0.375
H 0.792 1.082 2.416
C -1.015 -5.052 -0.763
C -3.417 -2.552 -0.891
C 2.099 0.127 3.782
C -1.795 -7.188 0.014
H -0.578 -4.452 -1.552
C 2.508 -1.787 1.812
H 4.009 3.538 -0.991
O -1.619 2.271 2.154
C -2.980 -0.650 0.485
C 1.666 -0.703 1.548
C 2.937 -0.948 4.024
C 2.080 -0.300 -1.299
C 4.351 0.098 -2.004
H -0.955 -6.846 -1.934
P 0.802 -0.529 -0.032
C 3.433 -0.178 -0.999
C 3.925 0.264 -3.312
C 0.584 3.232 -1.287
H 2.070 2.540 0.143
*
```

For the relative energy (zero: lowest compared OMol25 entry of this formula, charge and spin), the calculation gives 0.0 kcal/mol. The electronic energy comes out at -2334.0826 hartree. For the HOMO energy, the calculation gives -11.014 eV. The LUMO energy comes out at -0.10770 hartree.


This record from the Open Molecules 2025 dataset describes a cluster of 2 separate species, C34H32N3O4 in total in a non-equilibrium geometry. The level of theory is ωB97M-V/def2-TZVPD.

```
! RIJCOSX wB97M-V def2-TZVPD def2/J DEFGRID3
* xyz 1 1
O -4.003 -1.310 -0.354
C 1.269 2.017 5.075
C -3.260 -4.312 -2.380
C 2.478 -0.337 0.077
H 0.030 -3.136 -4.645
N -2.081 1.835 -1.606
C -3.830 -3.555 -1.351
H 3.987 1.826 -0.753
C 1.754 -0.235 -2.293
H -1.899 1.230 1.276
C -5.038 -1.750 0.549
C 0.065 0.595 1.808
C -2.220 -2.343 -3.315
C -2.947 0.714 -3.294
H -0.024 -1.617 -5.608
H -1.348 4.135 4.471
H -0.678 2.757 -0.324
C -0.627 3.325 4.322
C 2.606 1.392 -3.857
H 4.728 -1.280 5.746
H 0.585 3.838 6.040
C -1.227 -0.124 -0.239
C -3.578 -2.166 -1.311
H -5.284 -0.865 1.134
C -2.817 -1.578 -2.320
H -1.632 2.621 2.553
C 4.620 0.340 4.302
H -5.928 -2.105 0.002
C 1.042 1.114 4.041
H 1.555 0.152 4.029
H 2.081 1.842 5.788
N -2.569 -0.170 -2.297
C 2.497 0.349 -1.261
C -2.457 -3.732 -3.360
C 3.349 1.424 -1.545
C 1.782 0.295 -3.576
H 0.775 -0.250 1.678
O -1.354 -1.647 -4.101
H -1.312 -2.865 -5.821
C 3.224 -1.405 2.701
C 3.406 1.939 -2.845
H -3.382 0.368 -4.210
H 2.768 -2.063 1.974
C -2.037 0.528 -1.262
H 3.569 -2.894 4.152
H -1.477 3.810 -1.523
O -0.789 -1.276 -0.424
H 1.142 -0.143 -4.338
H -3.450 -5.386 -2.412
C 3.727 -1.844 3.912
C 4.390 -0.962 4.760
C 0.428 3.129 5.226
N 3.342 -0.075 2.317
H 5.179 1.056 4.902
H 2.634 1.807 -4.866
C 4.130 0.761 3.083
C -1.005 0.675 0.978
H 1.155 -1.120 -2.076
C -2.666 1.957 -2.859
O 2.385 -1.584 0.107
C -0.626 -2.381 -5.108
C 2.554 0.455 1.276
H -4.461 -4.010 -0.588
H 4.317 1.742 2.653
H -4.667 -2.553 1.207
C -1.626 2.973 -0.834
H -2.373 3.275 -0.084
C 0.123 1.407 3.012
H -1.993 -4.333 -4.152
H 4.056 2.786 -3.065
H 2.511 1.549 1.213
H -2.789 2.915 -3.331
C -0.787 2.473 3.224
*
```

For the relative energy (zero: lowest compared OMol25 entry of this formula, charge and spin), the calculation gives 20.5 kcal/mol. The electronic energy comes out at -1779.7050 hartree. For the HOMO energy, the calculation gives -9.301 eV. The LUMO energy comes out at -0.13110 hartree.